Entry 1:
52
Properties=species:S:1:pos:R:3:mulliken_charge:R:1 method="wB97M-V/def2-TZVPD" e_lumo_ev=0.35 smiles="COc1cc(C(=O)O[C@H]2CSC[C@H]2NC(=O)c2ccccc2)cc(OC)c1OC" orbital_gap_ev=8.3 de_lowest_kj_mol=204.3 homo_ha=-0.29350 total_charge=0
C 0.125 3.815 -0.725 -0.82
O 1.302 3.155 -0.310 -0.48
C 1.163 1.981 0.355 0.49
C -0.046 1.461 0.773 -0.50
C -0.081 0.200 1.362 -0.92
C -1.353 -0.499 1.573 0.22
O -1.449 -1.675 1.857 -0.70
O -2.427 0.281 1.334 -0.39
C -3.667 -0.384 1.163 0.09
C -4.791 0.592 1.501 -0.72
S -5.891 0.718 0.052 -0.21
C -4.525 0.298 -1.057 -0.72
C -3.820 -0.838 -0.328 -0.45
N -2.560 -1.237 -0.910 -0.04
C -1.583 -0.394 -1.344 0.15
O -1.777 0.780 -1.603 -0.71
C -0.227 -0.999 -1.523 1.25
C 0.169 -2.229 -1.005 -0.24
C 1.472 -2.664 -1.168 -1.00
C 2.398 -1.880 -1.837 -0.51
C 2.015 -0.653 -2.351 -0.55
C 0.713 -0.220 -2.195 -0.69
C 1.098 -0.497 1.599 -0.44
C 2.324 0.030 1.228 1.10
O 3.511 -0.619 1.457 -0.46
C 3.472 -1.893 2.053 -0.80
C 2.368 1.270 0.567 0.93
O 3.462 1.904 0.082 -0.52
C 4.696 1.238 -0.063 -0.75
H -0.527 3.148 -1.296 0.29
H -0.427 4.222 0.128 0.33
H 0.460 4.635 -1.359 0.27
H -0.970 1.981 0.596 0.63
H -3.679 -1.265 1.817 0.41
H -4.366 1.576 1.700 0.31
H -5.388 0.272 2.351 0.41
H -4.924 -0.010 -2.020 0.45
H -3.873 1.161 -1.179 0.28
H -4.476 -1.716 -0.337 0.42
H -2.273 -2.172 -0.661 0.35
H -0.508 -2.853 -0.439 0.26
H 1.767 -3.622 -0.766 0.51
H 3.415 -2.227 -1.952 0.43
H 2.729 -0.032 -2.870 0.44
H 0.398 0.735 -2.587 0.40
H 1.019 -1.466 2.063 0.55
H 4.510 -2.215 2.111 0.27
H 3.049 -1.853 3.062 0.35
H 2.903 -2.603 1.446 0.23
H 4.588 0.311 -0.631 0.24
H 5.328 1.933 -0.616 0.29
H 5.155 1.017 0.903 0.26



Entry 2:
86
Properties=species:S:1:pos:R:3:mulliken_charge:R:1 method="wB97M-V/def2-TZVPD" multiplicity=2 e_lumo_ev="3.18 / 3.18" orbital_gap_ev="4.1 / 4.1" de_lowest_kj_mol=87.5 homo_ha="-0.03402 / -0.03398" total_charge=-2
Co 0.428 0.866 -1.035 1.49
O -1.501 1.193 -0.869 -0.14
C -2.344 1.456 -1.720 -0.66
C -2.256 1.149 -3.151 1.25
C -3.449 1.269 -3.854 -0.52
C -3.529 0.844 -5.159 -0.41
C -2.432 0.238 -5.779 -0.81
C -1.245 0.130 -5.109 -0.69
C -1.076 0.651 -3.786 0.55
O 0.076 0.661 -3.230 -0.78
N -4.787 0.984 -5.890 1.01
O -4.821 0.595 -7.047 -0.66
O -5.738 1.483 -5.312 -0.65
H -3.307 1.880 -1.393 0.28
H -4.326 1.679 -3.369 0.50
H -2.538 -0.144 -6.785 0.47
H -0.394 -0.344 -5.578 0.47
C -2.728 -2.822 4.860 -1.09
Si -3.045 -1.371 3.689 0.26
C -3.705 0.015 4.799 -1.13
C -4.535 -1.927 2.654 -1.20
Sb -1.237 -0.699 2.140 -0.22
Si -0.855 -4.073 -1.500 0.11
C -2.207 -4.769 -2.608 -1.09
C 0.758 -4.911 -1.944 -1.07
C -1.290 -4.479 0.259 -0.59
Si 0.288 0.115 3.945 0.25
C 0.407 -0.916 5.526 -1.21
C -0.112 1.870 4.576 -1.36
C 2.043 0.181 3.256 -0.70
H -3.615 -3.016 5.474 0.32
H -1.886 -2.628 5.523 0.28
H -2.494 -3.722 4.288 0.26
H -4.579 -0.311 5.375 0.38
H -3.981 0.876 4.189 0.27
H -2.936 0.349 5.502 0.24
H -5.412 -2.124 3.280 0.35
H -4.298 -2.840 2.102 0.28
H -4.796 -1.158 1.925 0.28
H -2.104 -4.426 -3.639 0.31
H -3.194 -4.465 -2.254 0.31
H -2.171 -5.862 -2.612 0.30
H 1.146 -4.564 -2.904 0.32
H 0.620 -5.994 -2.005 0.30
H 1.519 -4.703 -1.189 0.33
H -2.201 -3.961 0.570 -0.07
H -0.512 -4.148 0.949 0.31
H -1.442 -5.555 0.379 0.35
H -0.527 -0.897 6.090 0.25
H 1.198 -0.513 6.168 0.34
H 0.644 -1.956 5.294 0.31
H -0.553 1.832 5.577 0.41
H -0.830 2.360 3.917 0.30
H 0.787 2.492 4.630 0.41
H 2.467 -0.824 3.193 0.29
H 2.698 0.795 3.883 0.39
H 2.063 0.584 2.242 -0.20
C -0.724 -2.249 -1.816 0.02
H 0.097 -1.798 -1.254 -0.18
H -0.558 -2.052 -2.878 0.06
H -1.648 -1.748 -1.512 0.18
O 4.081 -0.592 0.082 -0.73
C 3.403 0.314 -0.390 0.04
O 2.161 0.201 -0.698 -0.75
C 4.099 1.638 -0.658 0.06
C 3.693 2.518 -1.650 0.72
C 4.353 3.732 -1.873 -1.40
C 5.413 4.014 -1.052 1.16
O 6.231 5.126 -1.062 -0.52
C 7.090 4.974 0.063 -0.24
O 6.933 3.660 0.578 -0.52
C 5.829 3.137 -0.072 1.16
C 5.209 1.938 0.148 -1.33
H 2.849 2.260 -2.267 -0.25
H 4.032 4.412 -2.649 0.47
H 6.814 5.705 0.831 0.25
H 8.124 5.112 -0.258 0.22
H 5.532 1.231 0.898 0.47
C 0.945 3.096 0.753 -0.77
C 0.557 2.694 -0.655 1.02
O 0.229 3.521 -1.480 -0.66
H 1.035 4.180 0.835 0.39
H 1.876 2.612 1.043 0.04
H 0.166 2.725 1.427 0.01
I 1.978 1.247 -4.664 0.20
I 4.047 1.969 -6.303 -0.34



Entry 3:
21
Properties=species:S:1:pos:R:3:mulliken_charge:R:1 method="wB97M-V/def2-TZVPD" multiplicity=2 e_lumo_ev="-8.23 / -13.72" orbital_gap_ev="10.0 / 4.1" de_lowest_kj_mol=0.0 homo_ha="-0.66828 / -0.65339" total_charge=+2
O -2.002 -0.919 -0.150 -0.34
V -0.421 -0.632 0.054 1.32
O -0.115 0.916 -0.300 -0.69
O 0.137 -1.507 -2.023 -0.44
H 0.427 -1.055 -2.815 0.32
H 0.552 -2.368 -2.073 0.34
O -0.657 3.958 0.563 0.00
H -0.169 3.782 -0.242 0.43
H -0.002 3.895 1.259 0.47
O 0.084 3.504 -1.965 -0.66
H 0.577 3.765 -2.743 0.34
H -0.514 2.824 -2.276 0.32
O -0.511 -3.121 0.604 -0.46
H -0.624 -4.007 0.262 0.29
H -0.229 -3.247 1.510 0.33
O -0.702 -0.898 2.328 -0.43
H -0.321 -0.533 3.126 0.28
H -1.624 -1.038 2.544 0.34
O 1.673 -1.035 0.661 -0.36
H 2.135 -0.643 1.401 0.29
H 2.306 -1.640 0.275 0.30



Entry 4:
45
Properties=species:S:1:pos:R:3:mulliken_charge:R:1 method="wB97M-V/def2-TZVPD" multiplicity=9 e_lumo_ev="-3.81 / -4.87" orbital_gap_ev="7.0 / 5.9" homo_ha="-0.39781 / -0.39778" total_charge=+1
V 2.965 0.276 -1.385 0.78
Fe 2.583 -0.987 2.111 0.57
C 0.816 0.590 0.166 1.50
O 1.097 0.064 1.250 -0.55
O 0.980 -0.157 -0.758 -0.59
O 1.704 1.397 -0.051 -0.92
C 4.713 -0.157 0.679 1.54
O 4.665 0.751 -0.170 -0.72
O 4.341 0.000 1.825 -0.65
O 3.712 -0.835 0.437 -0.94
O 2.526 0.239 3.762 -0.31
H 2.229 0.482 4.639 0.27
H 2.858 1.055 3.387 0.41
O 1.929 -2.683 1.257 -0.26
H 2.277 -3.034 0.437 0.27
H 1.267 -3.319 1.528 0.29
O 3.306 2.338 -2.118 -0.38
H 3.473 3.026 -1.474 0.28
H 3.506 2.744 -2.961 0.26
O -0.269 -2.584 -1.090 -0.63
H 0.147 -1.761 -0.832 0.33
H 0.160 -2.822 -1.912 0.30
O 0.887 -1.684 3.385 -0.38
H -0.027 -1.537 3.143 0.29
H 0.843 -2.137 4.227 0.28
O 2.653 2.558 2.566 -0.65
H 2.028 2.468 1.846 0.24
H 2.832 3.498 2.612 0.29
C -2.689 1.792 -1.117 -1.52
C -2.589 0.345 -1.630 1.20
C -3.904 -0.327 -1.991 -0.85
O -4.678 -0.387 -0.812 -0.31
C -5.856 -1.172 -0.915 -0.72
N -1.731 0.372 -2.740 -0.80
H -3.507 1.993 -0.425 0.35
H -2.991 2.459 -1.925 0.37
H -1.719 2.073 -0.707 0.22
H -1.944 -0.133 -0.893 -0.02
H -3.556 -1.317 -2.286 0.34
H -4.449 0.190 -2.781 0.42
H -5.594 -2.174 -1.256 0.30
H -6.398 -0.710 -1.740 0.30
H -6.317 -1.181 0.073 0.22
H -1.341 -0.547 -2.895 0.29
H -0.941 0.938 -2.465 0.29



Entry 5:
11
Properties=species:S:1:pos:R:3:mulliken_charge:R:1 method="wB97M-V/def2-TZVPD" e_lumo_ev=-1.70 smiles="CCSOP=S" orbital_gap_ev=6.5 de_lowest_kj_mol=197.6 homo_ha=-0.29954 total_charge=0
C 0.170 -0.359 0.219 -0.79
C -0.884 0.658 -0.277 -0.66
S -2.036 -0.184 -1.486 0.08
O -2.731 -1.333 -0.609 -0.42
P -4.289 -0.830 0.540 0.44
S -4.260 1.110 0.421 -0.18
H -0.239 -1.164 0.842 0.27
H 0.781 -0.709 -0.637 0.26
H 0.654 0.388 0.947 0.26
H -0.677 1.559 -0.804 0.42
H -1.470 1.228 0.398 0.33



Entry 6:
104
Properties=species:S:1:pos:R:3:mulliken_charge:R:1 method="wB97M-V/def2-TZVPD" multiplicity=5 e_lumo_ev="-0.90 / -2.90" orbital_gap_ev="7.5 / 5.7" de_lowest_kj_mol=40.5 homo_ha="-0.31054 / -0.31441" total_charge=0
Ru -0.423 1.362 0.244 -0.80
C -3.156 -1.621 3.238 -0.90
C -3.010 -0.832 2.084 -0.06
N -2.299 0.262 2.051 0.24
C -1.708 0.678 3.183 -0.09
C -1.816 -0.021 4.409 1.19
C -2.557 -1.221 4.401 -1.07
C -1.178 0.502 5.551 -0.78
C -0.492 1.687 5.473 -1.05
C -0.403 2.403 4.277 0.18
C -0.976 1.901 3.120 -0.31
N -0.861 2.454 1.872 0.37
C -0.996 3.780 1.637 -0.07
C -1.637 4.706 2.459 -0.16
C -1.768 6.031 2.050 -1.08
C -1.217 6.489 0.876 -0.81
C -0.523 5.600 0.029 1.24
C 0.125 5.969 -1.165 -0.84
C 0.746 5.004 -1.916 -1.09
C 0.676 3.661 -1.521 -0.03
N 0.081 3.293 -0.406 -0.29
C -0.474 4.232 0.388 0.29
H -3.732 -2.530 3.186 0.48
H -3.502 -1.121 1.166 0.37
H -2.638 -1.798 5.312 0.42
H -1.234 -0.052 6.477 0.48
H 0.005 2.083 6.346 0.40
H 0.154 3.328 4.238 0.64
H -2.065 4.376 3.392 0.59
H -2.321 6.708 2.682 0.41
H -1.326 7.521 0.579 0.44
H 0.127 7.004 -1.470 0.45
H 1.260 5.258 -2.829 0.45
H 1.099 2.871 -2.129 0.38
C 3.145 -4.120 -1.527 -1.68
C 3.135 -2.588 -1.531 1.35
C 4.452 -2.027 -2.068 -1.80
O 2.060 -2.119 -2.323 -0.40
C 1.059 -1.617 -1.479 -0.31
C 1.833 -1.222 -0.206 -0.72
O 2.920 -2.113 -0.210 -0.32
C 1.005 -1.357 1.108 2.29
O 0.033 -0.400 1.179 -0.21
C 1.856 -1.196 2.373 -0.34
C 1.226 -1.488 3.580 -0.13
C 1.901 -1.358 4.778 -0.82
C 3.218 -0.929 4.785 -0.79
C 3.842 -0.629 3.588 -0.97
C 3.166 -0.747 2.385 -0.52
C 0.402 -2.766 1.103 -0.25
C 1.189 -3.876 1.368 -0.39
C 0.641 -5.144 1.269 -0.87
C -0.693 -5.312 0.937 -0.81
C -1.487 -4.204 0.706 -0.74
C -0.932 -2.940 0.767 0.64
C 0.194 -0.442 -2.134 1.59
O 0.364 0.683 -1.389 1.05
C 0.678 -0.091 -3.549 0.25
C 2.021 0.222 -3.712 -0.38
C 2.525 0.580 -4.949 -1.12
C 1.677 0.673 -6.038 -0.74
C 0.321 0.454 -5.863 -0.99
C -0.181 0.071 -4.629 -0.40
C -1.231 -0.986 -2.142 0.92
C -2.216 -0.481 -1.311 1.10
C -3.507 -0.984 -1.361 -1.39
C -3.810 -2.035 -2.205 -1.07
C -2.811 -2.590 -2.990 -1.28
C -1.536 -2.062 -2.969 0.23
H 3.359 -4.475 -2.530 0.42
H 2.175 -4.494 -1.210 0.36
H 3.908 -4.475 -0.842 0.34
H 4.560 -2.290 -3.114 0.35
H 5.273 -2.437 -1.490 0.48
H 4.463 -0.945 -1.968 0.36
H 0.361 -2.433 -1.234 0.11
H 2.177 -0.171 -0.289 1.09
H 0.197 -1.816 3.576 0.63
H 1.402 -1.605 5.706 0.43
H 3.752 -0.832 5.720 0.42
H 4.870 -0.305 3.582 0.45
H 3.679 -0.508 1.468 0.45
H 2.227 -3.748 1.636 0.52
H 1.261 -6.007 1.453 0.47
H -1.113 -6.302 0.855 0.43
H -2.532 -4.318 0.467 0.57
H -1.518 -2.066 0.542 -0.72
H 2.683 0.185 -2.861 0.23
H 3.582 0.795 -5.053 0.46
H 2.068 0.943 -7.009 0.41
H -0.357 0.594 -6.692 0.47
H -1.246 -0.063 -4.527 0.46
H -1.971 0.311 -0.583 -0.02
H -4.277 -0.525 -0.757 0.64
H -4.817 -2.420 -2.252 0.47
H -3.030 -3.427 -3.634 0.47
H -0.758 -2.481 -3.588 0.65
F -2.435 2.478 -1.117 -0.61
As -2.703 2.924 -2.901 2.05
F -4.272 3.520 -2.429 -0.51
F -2.013 4.503 -2.526 -0.48
F -2.865 3.398 -4.570 -0.52
F -1.104 2.302 -3.202 -0.46
F -3.403 1.367 -3.253 -0.48



Entry 7:
14
Properties=species:S:1:pos:R:3:mulliken_charge:R:1 method="wB97M-V/def2-TZVPD" e_lumo_ev=0.84 smiles="C/C(C=C=N)=C/O" orbital_gap_ev=8.7 de_lowest_kj_mol=191.9 homo_ha=-0.29050 total_charge=0
C -1.987 -0.396 -0.294 -1.36
C -0.580 0.052 0.006 0.90
C 0.499 -0.692 -0.668 -0.57
C 1.786 -0.582 -0.411 0.14
N 2.989 -0.369 -0.251 -0.56
C -0.373 1.105 0.809 -0.19
O 0.810 1.704 1.103 -0.53
H -2.708 0.102 0.360 0.35
H -2.261 -0.157 -1.329 0.28
H -2.107 -1.478 -0.167 0.33
H 0.224 -1.435 -1.413 0.35
H 3.430 -0.923 0.484 0.28
H -1.193 1.581 1.338 0.30
H 1.472 1.487 0.435 0.28



Entry 8:
90
Properties=species:S:1:pos:R:3:mulliken_charge:R:1 method="wB97M-V/def2-TZVPD" e_lumo_ev=-0.73 orbital_gap_ev=7.4 homo_ha=-0.29766 total_charge=0
C 0.644 -3.377 1.264 -1.41
C 0.076 -2.155 0.435 -0.18
C 1.207 -1.251 -0.263 -1.07
C 0.592 0.210 -0.365 -0.49
C -0.285 0.672 -1.470 -0.11
C -0.651 -0.317 -2.674 -0.39
C -0.068 0.188 -4.101 -0.09
C 1.067 -0.735 -4.708 -0.26
C 2.303 0.084 -5.259 -0.80
C 2.937 1.039 -4.151 -0.19
O 4.282 1.372 -4.567 -0.39
C 5.204 1.047 -3.568 0.68
C 5.876 2.115 -2.634 -0.88
O 5.527 -0.102 -3.415 -0.50
C -0.884 2.100 -1.454 0.95
P -1.958 2.550 -2.912 0.31
O -3.316 1.517 -2.796 -0.52
Cl -2.750 4.477 -2.752 -0.24
C -0.559 2.946 -0.330 -0.06
O -1.100 4.229 -0.229 -0.49
C -2.386 4.053 0.460 -0.49
C -2.767 5.269 1.387 -0.37
C -1.904 5.244 2.705 -0.96
O -4.154 5.067 1.763 -0.46
C 0.347 2.502 0.767 0.71
N 0.753 3.160 1.905 -0.47
S 1.751 2.174 2.784 0.06
N 1.776 0.782 1.844 -0.64
C 0.960 1.118 0.796 1.22
H -0.100 -4.225 1.230 0.33
H 0.680 -3.055 2.342 0.40
H 1.646 -3.743 0.920 0.30
H -0.445 -1.484 1.183 0.40
H -0.718 -2.436 -0.315 0.30
H 1.503 -1.608 -1.279 0.18
H 2.099 -1.267 0.429 0.58
H -1.780 -0.369 -2.669 0.44
H -0.300 -1.363 -2.488 -0.67
H -0.968 0.297 -4.780 0.26
H 0.279 1.249 -3.925 0.15
H 0.639 -1.289 -5.589 0.38
H 1.325 -1.491 -3.923 -0.02
H 1.995 0.693 -6.147 0.26
H 3.086 -0.673 -5.542 0.34
H 2.301 1.976 -4.141 0.18
H 2.860 0.605 -3.120 0.21
H 6.214 1.565 -1.720 0.31
H 5.175 2.927 -2.305 0.27
H 6.778 2.565 -3.132 0.28
H -3.215 0.921 -3.566 0.36
H -3.239 3.848 -0.237 0.39
H -2.262 3.139 1.111 0.32
H -2.645 6.210 0.782 0.34
H -2.330 4.453 3.389 0.19
H -0.818 5.008 2.506 0.30
H -1.926 6.237 3.230 0.32
H -4.194 4.152 2.104 0.38
C 1.232 -6.829 -3.243 -0.39
C 0.301 -6.756 -2.052 -0.33
O 0.328 -5.387 -1.648 -0.25
S 0.546 -4.450 -2.945 1.30
O -0.728 -3.974 -3.366 -0.64
O 1.644 -3.582 -2.697 -0.54
O 1.011 -5.614 -3.964 -0.36
H 2.278 -6.852 -2.928 0.29
H 1.026 -7.691 -3.875 0.32
H 0.615 -7.404 -1.236 0.33
H -0.725 -7.003 -2.337 0.26
C 4.259 -5.448 4.474 -0.32
C 4.932 -6.582 3.723 -0.36
O 3.874 -7.232 3.017 -0.32
S 2.757 -6.137 2.609 1.19
O 2.993 -5.738 1.264 -0.48
O 1.492 -6.595 3.066 -0.58
O 3.260 -4.950 3.582 -0.26
H 3.760 -5.812 5.376 0.29
H 4.958 -4.657 4.741 0.30
H 5.436 -7.280 4.389 0.31
H 5.646 -6.201 2.988 0.27
C -7.808 6.211 5.651 -0.35
C -6.391 6.307 6.186 -0.32
O -5.711 5.180 5.632 -0.33
S -6.328 4.852 4.171 1.19
O -5.487 5.444 3.180 -0.42
O -6.697 3.478 4.139 -0.62
O -7.671 5.749 4.307 -0.33
H -8.391 5.473 6.208 0.29
H -8.324 7.170 5.673 0.31
H -6.354 6.281 7.274 0.31
H -5.893 7.213 5.828 0.28



Entry 9:
25
Properties=species:S:1:pos:R:3:mulliken_charge:R:1 method="wB97M-V/def2-TZVPD" e_lumo_ev=0.79 smiles=CCCNCC.O.O orbital_gap_ev=9.4 de_lowest_kj_mol=97.0 homo_ha=-0.31545 total_charge=0
C -1.355 -0.194 -1.655 -0.98
C 0.028 -0.099 -2.262 -0.32
C 0.931 0.813 -1.447 -0.71
N 0.688 0.740 -0.001 -0.20
C 0.213 1.962 0.656 -0.44
C -1.078 1.801 1.427 -1.07
H -2.082 -0.516 -2.410 0.40
H -1.485 -0.927 -0.873 0.13
H -1.754 0.772 -1.350 0.22
H -0.040 0.298 -3.279 0.33
H 0.442 -1.088 -2.441 0.29
H 1.955 0.453 -1.586 0.28
H 0.968 1.814 -1.871 0.36
H 0.089 -0.047 0.186 0.22
H 0.102 2.766 -0.075 0.24
H 0.989 2.286 1.355 0.33
H -1.533 2.734 1.763 0.37
H -0.949 1.140 2.284 0.29
H -1.892 1.310 0.878 0.24
O 1.789 -2.201 1.529 -0.71
H 2.085 -1.664 2.284 0.33
H 1.322 -1.516 1.024 0.38
O -0.992 -2.096 1.252 -0.64
H -0.340 -2.606 1.711 0.34
H -1.060 -2.449 0.362 0.32